[1]
Density functional theory data (wB97M-V/def2-TZVPD) for the ion C5H11O3P2S2 with charge +1 at a distorted geometry.

The orbital gap comes out at 8.28 eV. Its energy above the lowest of the compared OMol25 structures with the same formula, charge and spin is 0.00 kJ/mol. The value obtained for the HOMO energy is -0.4777 hartree.

```
! RIJCOSX wB97M-V def2-TZVPD def2/J DEFGRID3
* xyz 1 1
C 0.3822 -2.0644 1.0901
C 0.4245 -1.1375 0.1406
S 0.7554 -0.1873 -1.4423
C -0.8947 0.5471 -1.9429
S -1.8735 1.1914 -0.4926
C -3.0644 -0.1760 0.0251
C -4.0522 0.3281 1.2281
P 2.2174 1.3474 -1.0447
P 3.6320 0.3525 0.3398
O 3.3084 0.6797 1.8302
O 5.1955 0.9904 -0.0706
O 3.6874 -1.3586 0.1045
H 0.4979 -3.0084 1.7598
H -0.7682 1.3835 -2.7414
H -1.5165 -0.3122 -2.4337
H -3.7414 -0.5324 -0.8441
H -2.4496 -1.0523 0.4816
H -3.4925 0.3892 2.2331
H -4.9262 -0.4141 1.3759
H -4.5288 1.3544 0.9988
H 1.6528 2.4519 -0.3160
H 5.7671 0.6230 0.6687
H 3.7923 -1.4738 -0.8868
*
```

---

[2]
Density functional theory data (wB97M-V/def2-TZVPD) for a cluster of 2 separate species, C4H8N8 in total at a distorted geometry.

The orbital gap comes out at 9.71 eV. Its energy above the lowest of the compared OMol25 structures with the same formula, charge and spin is 206.83 kJ/mol. The value obtained for the HOMO energy is -0.3552 hartree.

```
! RIJCOSX wB97M-V def2-TZVPD def2/J DEFGRID3
* xyz 0 1
C 1.7986 1.6986 0.0942
C -1.6145 -0.1343 0.0290
C 2.1002 3.1513 0.3074
C -2.7952 -0.9740 0.0400
N 2.5405 0.6027 -0.0992
N 0.4955 1.4128 0.2694
N 1.7456 -0.4116 -0.1245
N -0.4902 -3.5000 -0.5833
N -1.5568 -3.6081 -0.9786
N 0.5745 0.1204 0.1032
N 0.7151 -3.3965 -0.4554
N -0.4903 -0.7000 0.1802
H -1.5982 0.9963 -0.2624
H 1.2891 3.8577 0.0296
H 2.4519 3.3566 1.3568
H 3.0781 3.5485 -0.2988
H -3.6706 -0.5161 -0.4502
H -3.0221 -1.0285 1.1974
H -2.6426 -1.9451 -0.2633
H 1.0914 -2.5308 -0.0916
*
```

---

[3]
Density functional theory data (wB97M-V/def2-TZVPD) for the molecule C26H34O8.

The orbital gap comes out at 9.78 eV. Its energy above the lowest of the compared OMol25 structures with the same formula, charge and spin is 0.00 kJ/mol. The value obtained for the HOMO energy is -0.3422 hartree.

```
! RIJCOSX wB97M-V def2-TZVPD def2/J DEFGRID3
* xyz 0 1
C -2.8748 -3.7123 -0.9549
H -3.7428 -4.2561 -0.5909
H -3.0201 -3.4782 -2.0065
H -2.0053 -4.3606 -0.8703
C -2.6472 -2.4459 -0.1355
C -3.8119 -1.4964 -0.0982
C -4.8903 -1.6315 -0.8770
C -6.0027 -0.6844 -0.9082
O -6.9587 -0.8197 -1.6542
C -5.8830 0.4368 0.0291
C -4.8189 0.5907 0.8112
C -3.6342 -0.3263 0.8373
C -3.5142 -0.8445 2.2829
H -4.2988 -1.5768 2.4653
H -2.5482 -1.3009 2.4660
H -3.6299 -0.0275 2.9875
C -2.3816 0.4727 0.3475
C -1.1508 -0.4164 0.1486
C -1.4615 -1.6509 -0.6959
H -1.7071 -1.3528 -1.7166
H -0.5780 -2.2917 -0.7364
H -0.8201 -0.7440 1.1385
C 0.0223 0.3519 -0.4876
H 0.8799 -0.3261 -0.4300
C 0.3952 1.6413 0.2567
C 1.2072 1.3709 1.5208
H 1.5492 2.3063 1.9611
H 0.5972 0.8458 2.2497
H 2.0798 0.7578 1.3078
C -0.8647 2.4616 0.5782
H -1.2591 2.8955 -0.3394
H -0.5875 3.2939 1.2297
C -1.9938 1.6628 1.2408
O -1.6473 1.2181 2.5354
H -1.3099 1.9724 3.0302
H -2.8568 2.3454 1.3183
C 1.2146 2.4630 -0.8137
O 1.1285 3.8474 -0.5775
H 1.9159 4.0996 -0.0690
C 2.6980 2.1001 -0.7633
O 3.4564 2.7868 -0.1212
C 3.2104 0.9154 -1.5653
H 3.1666 1.1452 -2.6314
H 2.6206 0.0186 -1.3565
O 4.5773 0.6797 -1.2798
C 4.8361 0.1229 -0.0946
O 3.9836 -0.2345 0.6758
C 6.3248 0.0148 0.1449
C 6.6323 -1.2600 0.9218
C 6.1507 -2.4705 0.1598
O 5.5148 -2.4436 -0.8587
O 6.5116 -3.6095 0.7592
H 6.1748 -4.3759 0.2686
H 6.1050 -1.2520 1.8786
H 7.6985 -1.3656 1.1224
H 6.6337 0.8907 0.7182
H 6.8311 0.0278 -0.8194
C 0.5236 2.1182 -2.1432
H 1.2256 2.1119 -2.9741
H -0.1927 2.9158 -2.3391
C -0.1821 0.7681 -1.9569
H -1.2410 0.8698 -2.1886
H 0.2292 0.0165 -2.6298
H -2.6737 0.8962 -0.6202
H -4.7832 1.4150 1.5105
H -6.7141 1.1272 0.0587
H -4.9995 -2.4717 -1.5458
H -2.4091 -2.7483 0.8887
*
```

---

[4]
Density functional theory data (wB97M-V/def2-TZVPD) for a cluster of 6 separate species, C17H43BFNO7 in total at a distorted geometry.

The orbital gap comes out at 9.56 eV. The value obtained for the HOMO energy is -0.3660 hartree.

```
! RIJCOSX wB97M-V def2-TZVPD def2/J DEFGRID3
* xyz 0 1
B 3.3868 2.0713 -0.9072
C 4.6870 1.3335 -0.4371
O 4.9380 1.1829 0.7086
N 5.6643 0.8565 -1.4361
C 5.1649 -0.0523 -2.3613
O 5.4619 -1.2215 -2.4901
F 4.2835 0.5160 -3.1585
H 2.3602 1.4959 -0.7711
H 3.4126 3.1513 -1.3863
H 6.1183 1.6295 -1.8956
C -0.6373 1.2300 3.4082
C 0.4951 1.7218 2.5232
C 1.8243 1.0977 2.9209
O 0.5874 3.1530 2.5994
H -0.4555 1.5069 4.4515
H -1.5802 1.6905 3.1118
H -0.7524 0.1502 3.3522
H 0.2774 1.4859 1.4818
H 2.0765 1.3659 3.9499
H 2.6256 1.4619 2.2785
H 1.7884 0.0113 2.8430
H 0.7823 3.3795 3.5124
C -2.1270 -2.8540 0.6544
C -2.3939 -2.7375 2.1443
C -3.6012 -3.5657 2.5551
O -2.5829 -1.3697 2.5082
H -2.9834 -2.4781 0.0861
H -1.2584 -2.2577 0.3736
H -1.9456 -3.8880 0.3716
H -1.5172 -3.0717 2.6978
H -4.4974 -3.2105 2.0397
H -3.7802 -3.4742 3.6256
H -3.4591 -4.6191 2.3138
H -3.3515 -1.0422 2.0352
C 1.5683 -0.0059 -5.0615
C 0.6288 -0.0226 -3.8676
C -0.8275 0.0337 -4.3034
O 0.9180 1.0667 -2.9870
H 1.4475 0.9160 -5.6369
H 2.6016 -0.0512 -4.7312
H 1.3768 -0.8525 -5.7215
H 0.8010 -0.9296 -3.2880
H -1.0257 0.9612 -4.8463
H -1.4861 0.0153 -3.4357
H -1.0814 -0.8059 -4.9511
H 0.7724 1.8805 -3.4754
C -0.7105 -6.0281 -4.2201
C -0.4319 -5.1013 -3.0461
C 0.8350 -4.2902 -3.2678
O -0.3351 -5.8549 -1.8370
H 0.1081 -6.7416 -4.3422
H -1.6211 -6.5999 -4.0466
H -0.8219 -5.4701 -5.1499
H -1.2756 -4.4263 -2.9085
H 1.7005 -4.9501 -3.3635
H 1.0236 -3.6310 -2.4207
H 0.7605 -3.6841 -4.1717
H 0.4031 -6.4619 -1.9280
C -1.5265 6.5935 3.5231
C -2.5659 5.5694 3.9559
C -2.1328 4.8437 5.2213
O -2.7934 4.6342 2.9069
H -0.5783 6.0975 3.3012
H -1.8494 7.1027 2.6163
H -1.3542 7.3401 4.2995
H -3.5194 6.0674 4.1304
H -1.2015 4.2981 5.0479
H -2.8841 4.1135 5.5193
H -1.9760 5.5392 6.0467
H -1.9583 4.1854 2.7355
*
```

---

[5]
Density functional theory data (wB97M-V/def2-TZVPD) for a structure of composition C25H19Cl5IN5O3Re at a distorted geometry.

The expectation value of S² is 0.818. The orbital gap (spin up / spin down) comes out at 5.99 / 6.09 eV. The value obtained for the HOMO energy (spin up / spin down) is -0.4999 / -0.5087 hartree.

```
! RIJCOSX wB97M-V def2-TZVPD def2/J DEFGRID3
* xyz 2 2
Re 0.0470 -0.9339 1.1579
C 2.4655 2.8527 3.7207
C 1.6456 3.2057 2.5151
N 1.5471 4.4919 2.1925
C 0.8252 4.8455 1.1390
C 0.0660 3.9694 0.3751
C -0.7526 4.5415 -0.7678
O -2.1280 4.1854 -0.7011
C 0.1384 2.5975 0.6923
C -0.8735 1.7436 0.0709
N -1.1440 0.4960 0.2794
C -2.4930 0.0966 -0.0667
C -3.1046 0.4819 -1.2501
C -4.4271 0.1370 -1.4867
C -5.1508 -0.5758 -0.5425
C -4.5451 -0.9809 0.6396
C -3.2207 -0.6500 0.8494
I -2.2099 -1.3250 2.5617
C 1.0011 2.2486 1.7350
O 1.4011 0.9106 1.9935
H 3.1426 3.6745 3.9361
H 3.0349 1.9344 3.5896
H 1.8141 2.7135 4.5856
H 0.8236 5.9034 0.8999
H -0.3539 4.1816 -1.7201
H -0.6302 5.6239 -0.7632
H -2.6548 4.9467 -0.4405
H -1.6230 2.3109 -0.4707
H -2.5445 1.0334 -1.9950
H -4.8930 0.4298 -2.4173
H -6.1860 -0.8289 -0.7241
H -5.1000 -1.5470 1.3753
C 5.2126 1.7496 -3.5264
N 4.0403 1.1952 -2.7968
C 4.3477 0.1392 -1.9681
C 3.8450 -0.5659 -0.9484
C 1.1876 0.6729 -1.6885
N 1.6405 1.2777 -2.5833
C 2.8717 1.9334 -2.9379
O 2.8305 3.0289 -3.3923
N 2.5592 0.7628 1.1481
H 5.9529 2.1099 -2.8155
H 4.8825 2.5724 -4.1470
H 5.6360 0.9635 -4.1475
H 5.3649 -0.1907 -2.1727
H 4.4510 -1.3010 -0.4377
H 2.6451 -1.4770 0.6431
H 3.3129 1.4211 1.3370
Cl -1.3418 -3.8621 -2.1435
C -0.3261 -4.0367 -0.7940
C 0.1747 -2.8762 -0.0185
C 0.9989 -1.8565 -0.5443
Cl 2.1110 -0.5692 -0.1734
C 0.9909 -3.5875 1.0351
Cl 1.5521 -2.6045 2.3473
C 1.0185 -4.9116 0.8610
Cl 1.7689 -6.0818 1.8190
C 0.1910 -5.1876 -0.3166
Cl -0.0682 -6.7424 -0.9248
*
```

---

Calculated E_tot, -51742.5359, -16193.4527, -43895.2237, -37541.0619, -112634.2974 eV (same order as the records).